88
Properties=species:S:1:pos:R:3:lowdin_spin:R:1 method="wB97M-V/def2-TZVPD" total_charge=+2 energy_ha=-4473.45805 mol_weight_g_mol=756.8 e_homo_ev="-13.28 / -13.92" multiplicity=5 gap_ha="0.21263 / 0.17930" max_force_ev_per_a=0.797 relative_energy_kcal_mol=90.0
Ru -0.137 0.148 -0.675 1.40
C -0.250 -2.116 -4.545 0.01
C 0.221 -2.472 -3.131 0.01
C 1.515 -3.298 -3.157 0.01
C -0.852 -3.206 -2.363 0.10
C -1.371 -4.361 -2.873 0.02
C -2.297 -5.121 -2.141 0.22
C -2.760 -4.700 -0.883 0.02
C -2.305 -3.548 -0.305 0.09
C -2.970 -3.065 0.973 0.01
C -2.141 -3.326 2.247 0.01
C -3.459 -1.613 0.905 0.00
C -1.268 -2.824 -1.021 0.23
N -0.620 -1.820 -0.373 0.21
C 0.179 -2.003 0.763 0.02
O 0.702 -3.016 1.131 0.04
C 0.565 -0.621 1.183 0.01
C 1.997 -0.398 1.555 0.01
C 2.152 0.727 2.546 0.08
C 1.154 1.581 2.774 0.00
C -0.065 1.455 2.003 0.15
N -0.400 0.328 1.429 0.07
C -0.928 2.653 1.740 0.04
O -1.227 3.377 2.671 0.12
N -1.123 2.823 0.412 0.26
C -2.078 3.613 -0.090 0.14
C -3.447 3.538 0.380 0.12
C -4.335 4.472 -0.086 0.00
C -3.934 5.447 -1.004 0.19
C -2.630 5.480 -1.511 0.01
C -1.696 4.559 -1.115 0.11
C -0.274 4.632 -1.627 0.01
C -0.226 4.732 -3.154 0.01
C 0.462 5.815 -0.984 0.01
C -3.921 2.431 1.298 0.01
C -5.029 1.616 0.616 0.01
C -4.410 2.979 2.646 0.01
H 0.490 -1.478 -5.031 0.00
H -1.201 -1.584 -4.532 0.00
H -0.365 -3.010 -5.160 0.00
H 0.446 -1.548 -2.611 0.00
H 1.364 -4.245 -3.678 0.00
H 1.870 -3.522 -2.148 0.00
H 2.296 -2.748 -3.687 0.00
H -1.043 -4.713 -3.842 0.00
H -2.688 -6.038 -2.568 0.01
H -3.525 -5.275 -0.378 0.00
H -3.866 -3.680 1.044 0.00
H -1.504 -2.475 2.495 0.00
H -1.508 -4.209 2.160 0.00
H -2.818 -3.477 3.088 0.00
H -2.639 -0.898 0.850 0.00
H -4.023 -1.389 1.812 0.00
H -4.121 -1.451 0.051 0.00
H 2.419 -1.321 1.946 0.00
H 3.101 0.824 3.061 0.00
H 1.244 2.422 3.451 0.00
H -5.361 4.458 0.258 0.00
H -4.655 6.178 -1.348 0.01
H -2.359 6.251 -2.220 0.00
H 0.231 3.721 -1.313 0.00
H -0.685 5.657 -3.508 0.00
H -0.741 3.899 -3.634 0.00
H 0.812 4.736 -3.491 0.00
H -0.037 6.756 -1.223 0.00
H 1.485 5.875 -1.360 0.00
H 0.498 5.720 0.104 0.00
H -3.084 1.754 1.482 0.00
H -5.941 2.205 0.515 0.00
H -5.269 0.739 1.221 0.00
H -4.732 1.280 -0.380 0.00
H -5.251 3.660 2.498 0.00
H -3.622 3.516 3.171 0.00
H -4.757 2.159 3.278 0.00
C 6.196 0.073 -1.058 0.00
C 4.694 0.093 -1.001 0.00
C 3.898 0.347 -2.120 0.00
C 2.516 0.358 -2.036 0.00
C 1.885 0.123 -0.823 -0.03
Br -1.171 0.967 -2.614 0.21
N 2.680 -0.116 0.252 0.00
C 4.029 -0.142 0.178 0.00
H 6.544 -0.065 -2.080 0.00
H 6.606 -0.727 -0.443 0.00
H 6.604 1.016 -0.692 0.00
H 4.372 0.529 -3.078 0.00
H 1.919 0.552 -2.914 0.00
H 4.552 -0.365 1.100 0.00

---

65
Properties=species:S:1:pos:R:3:mulliken_charge:R:1 method="wB97M-V/def2-TZVPD" total_charge=-1 energy_ha=-1918.18589 mol_weight_g_mol=419.9 e_homo_ev=-7.10 gap_ha=0.34606 max_force_ev_per_a=3.188 relative_energy_kcal_mol=82.2
Cl -26.057 -3.120 -5.772 1.36
O -25.636 -4.428 -6.018 -0.85
O -26.336 -2.492 -7.033 -0.53
O -27.299 -3.165 -5.054 -0.40
O -25.057 -2.384 -5.052 -0.55
C -27.043 -4.165 -1.539 -0.52
O -26.338 -5.081 -0.680 -0.66
H -26.516 -3.236 -1.760 0.09
H -27.138 -4.685 -2.492 0.30
H -28.054 -4.004 -1.165 0.35
H -25.456 -5.146 -1.054 0.45
C -28.733 -0.922 -2.839 -0.14
O -28.957 -0.420 -1.528 -0.55
H -27.795 -1.476 -2.862 -0.18
H -29.458 -1.712 -3.035 0.30
H -28.626 -0.082 -3.527 0.32
H -28.346 0.300 -1.356 0.25
C -26.671 -0.172 -9.545 -0.23
O -26.007 0.591 -10.554 -0.59
H -27.085 0.509 -8.802 0.26
H -27.442 -0.837 -9.933 0.32
H -25.944 -0.886 -9.158 -0.10
H -25.536 1.317 -10.139 0.32
C -29.474 -1.165 -6.944 -0.09
O -30.721 -0.950 -7.461 -0.57
H -28.912 -1.916 -7.500 -0.05
H -28.887 -0.254 -6.827 0.29
H -29.536 -1.566 -5.932 0.11
H -30.564 -0.548 -8.318 0.30
C -23.524 0.641 -7.330 -0.13
O -23.015 -0.533 -6.665 -0.50
H -24.313 0.363 -8.029 -0.18
H -23.909 1.336 -6.585 0.26
H -22.675 1.099 -7.838 0.27
H -23.730 -0.928 -6.162 0.29
C -25.164 -0.225 -2.376 -0.42
O -25.566 -0.260 -1.040 -0.51
H -24.774 0.779 -2.545 0.46
H -24.351 -0.940 -2.498 0.09
H -25.968 -0.396 -3.093 0.11
H -26.133 0.505 -0.921 0.28
C -23.112 -3.428 -8.577 -0.08
O -22.833 -4.193 -9.733 -0.58
H -24.115 -3.003 -8.560 -0.15
H -23.220 -4.109 -7.733 0.17
H -22.348 -2.663 -8.437 0.31
H -23.326 -3.855 -10.484 0.31
C -26.339 -5.270 -9.358 -0.14
O -26.392 -6.154 -8.244 -0.54
H -26.542 -4.253 -9.023 -0.11
H -25.350 -5.324 -9.814 0.18
H -27.173 -5.568 -9.994 0.28
H -26.270 -5.574 -7.489 0.38
C -24.083 -4.651 -2.868 -0.53
O -23.884 -5.469 -1.762 -0.58
H -23.269 -4.716 -3.591 0.38
H -25.070 -4.771 -3.314 0.18
H -24.148 -3.613 -2.542 0.18
H -23.503 -6.281 -2.106 0.32
C -29.674 -5.218 -6.800 -0.23
O -29.756 -5.041 -5.418 -0.59
H -29.701 -4.210 -7.215 0.01
H -28.702 -5.630 -7.071 0.16
H -30.488 -5.742 -7.302 0.34
H -28.974 -4.507 -5.264 0.31

---

23
Properties=species:S:1:pos:R:3:mulliken_charge:R:1 method="wB97M-V/def2-TZVPD" total_charge=+1 energy_ha=-1047.62772 mol_weight_g_mol=165.2 e_homo_ev=-11.91 gap_ha=0.30986 max_force_ev_per_a=3.840 relative_energy_kcal_mol=62.6
C 2.412 -1.533 1.453 -1.29
C 1.323 -0.624 0.912 -0.24
C 0.667 -0.853 -0.183 -0.21
N -0.315 0.111 -0.610 0.16
C -0.072 1.434 -0.285 -0.87
N 1.247 1.846 -1.093 -0.27
P -1.661 -0.537 -1.594 -0.05
C -2.906 -0.360 -0.295 -0.60
S -2.392 -1.094 1.247 -0.16
H 2.776 -2.189 0.613 0.31
H 3.318 -0.998 1.588 0.37
H 2.133 -1.884 2.479 0.30
H 1.093 0.130 1.642 0.30
H 0.729 -1.711 -0.787 0.43
H 0.148 1.614 0.852 0.26
H -0.903 2.020 -0.701 0.54
H 2.060 1.556 -0.561 0.35
H 1.188 1.451 -2.107 0.37
H 1.219 2.843 -0.948 0.36
H -2.004 0.732 -2.065 0.03
H -2.982 0.715 -0.073 0.31
H -3.758 -0.770 -0.780 0.46
H -3.321 -1.900 1.297 0.13

---

49
Properties=species:S:1:pos:R:3:mulliken_charge:R:1 method="wB97M-V/def2-TZVPD" total_charge=+2 energy_ha=-1781.40380 mol_weight_g_mol=590.5 e_homo_ev="-13.33 / -13.24" gap_ha="0.17464 / 0.15783" max_force_ev_per_a=3.512 relative_energy_kcal_mol=18.5
Pt 0.022 0.055 0.212 2.33
N 2.619 -0.092 3.671 -0.37
C 2.021 -0.046 2.486 0.66
S 0.281 0.215 2.514 -0.44
N 2.767 -0.158 1.414 -1.06
N 2.153 -0.120 0.237 0.39
C 2.916 -0.018 -0.814 -0.33
C 2.514 -0.001 -2.177 0.78
C 3.539 0.044 -3.136 -1.02
C 3.268 0.007 -4.480 -0.74
C 1.924 -0.075 -4.943 -0.47
C 0.894 -0.092 -4.065 -0.67
C 1.127 -0.025 -2.649 0.67
O 0.111 0.031 -1.897 -0.98
H 2.098 0.004 4.527 0.20
H 3.624 -0.158 3.719 0.25
H 3.982 0.045 -0.612 0.48
H 4.566 0.100 -2.799 0.41
H 4.080 0.035 -5.193 0.42
H 1.728 -0.120 -6.006 0.42
H -0.136 -0.139 -4.389 0.46
N -2.349 0.357 -0.017 -0.57
N -2.683 1.710 -0.012 -0.23
C -1.730 2.671 0.021 0.78
N -2.126 3.929 0.005 -0.31
N -0.468 2.230 0.076 -0.29
N 0.598 3.125 0.082 1.05
O 1.682 2.617 0.206 -0.54
O 0.395 4.315 -0.064 -0.73
H -2.582 -0.067 -0.912 0.34
H -2.838 -0.130 0.729 0.34
H -3.657 1.972 -0.033 0.17
H -3.100 4.179 -0.042 0.18
H -1.421 4.654 -0.012 0.22
C 1.104 -5.096 -1.087 -1.56
C 0.063 -4.702 -0.030 2.00
C -1.327 -5.245 -0.402 -1.56
C 0.486 -5.191 1.367 -1.56
C -0.021 -3.238 0.025 -0.21
N -0.094 -2.096 0.077 -0.54
H 1.161 -6.183 -1.122 0.41
H 2.092 -4.710 -0.836 0.39
H 0.822 -4.737 -2.076 0.40
H -1.276 -6.332 -0.425 0.40
H -1.637 -4.896 -1.387 0.40
H -2.078 -4.953 0.332 0.41
H 0.526 -6.279 1.354 0.41
H -0.230 -4.883 2.129 0.41
H 1.472 -4.813 1.635 0.40